one:
Formula: C2H4NO2P
Source: OMol25
Level of theory: wB97M-V/def2-TZVPD

HOMO energy = -9.10 eV

```
! wB97M-V def2-TZVPD RIJCOSX def2/J DEFGRID3
* xyz 0 1
P -1.41164 0.74087 -0.62535
O -0.92136 -0.08768 -1.90596
O -0.42084 -1.57692 -0.12008
N -1.37803 -0.96237 -0.63379
C 0.88353 -0.37418 0.46991
C 0.12526 0.84304 0.45964
H 1.55500 -0.59654 -0.40553
H 1.08191 -0.80980 1.32762
H 0.68062 1.75907 -0.01898
H -0.19444 1.06451 1.45252
*
```

***

two:
Formula: C2H4NO2P
Source: OMol25
Level of theory: wB97M-V/def2-TZVPD

HOMO energy (spin up / spin down) = -9.25 / -9.26 eV

```
! wB97M-V def2-TZVPD RIJCOSX def2/J DEFGRID3
* xyz 0 1
P 2.91961 0.11126 0.25974
O 2.33919 1.45784 -0.00520
O 2.25587 -0.93562 -0.91959
N 1.65417 -1.14387 0.42882
C 0.41773 -0.56469 0.47815
C 0.01274 0.51137 -0.48262
H -0.99521 0.82129 -0.23458
H 0.23228 0.63341 -1.56457
H 0.28218 -0.19357 1.47808
H -0.44719 -1.19144 0.12435
*
```

***

three:
Formula: C2H4NO2P
Source: OMol25
Level of theory: wB97M-V/def2-TZVPD

HOMO energy = -8.65 eV

```
! wB97M-V def2-TZVPD RIJCOSX def2/J DEFGRID3
* xyz 0 1
P 1.77439 0.23467 0.27203
O -1.88528 -1.71859 0.11591
O 3.21624 0.07874 0.06216
N 0.97437 -0.46471 -0.92941
C -1.12691 0.67052 0.42293
C -1.31724 -0.71886 0.16295
H -1.88326 1.22936 0.83815
H 1.36887 -1.26706 -1.38944
H -0.06965 0.72853 1.04099
H -1.05154 1.22739 -0.59627
*
```

***

Short version: three is the most stable of them.

***

one:
Formula: C2H4NO2P
Source: OMol25
Level of theory: wB97M-V/def2-TZVPD

HOMO energy (spin up / spin down) = -9.68 / -8.55 eV

```
! wB97M-V def2-TZVPD RIJCOSX def2/J DEFGRID3
* xyz 0 1
P 1.14581 1.17378 -1.17152
O -0.30541 0.84677 -1.90399
O 0.71133 1.14355 0.42456
N 0.56212 -0.25391 -1.79528
C -0.36876 0.30920 0.76163
C -0.03526 -1.09887 0.58369
H -0.81529 -1.82952 0.49823
H 0.98077 -1.42563 0.67874
H -1.24194 0.56370 0.13030
H -0.63336 0.57094 1.79363
*
```

***

two:
Formula: C2H4NO2P
Source: OMol25
Level of theory: wB97M-V/def2-TZVPD

HOMO energy = -9.87 eV

```
! wB97M-V def2-TZVPD RIJCOSX def2/J DEFGRID3
* xyz 0 1
P 2.24689 0.06221 -0.04317
O 3.28332 -0.96201 -0.12639
O 2.49979 1.55711 -0.05310
N -0.18616 0.64709 -0.09077
C 0.86129 -0.64722 0.88262
C 0.62157 -0.39676 -0.57225
H 0.51067 1.44001 -0.05143
H -1.18092 0.68698 0.02456
H 0.30904 -1.17807 -1.27897
H 0.47537 -1.14031 1.76646
*
```

***

Short version: two is the most stable of them.

***

one:
Formula: C3H3ClIN3
Source: OMol25
Level of theory: wB97M-V/def2-TZVPD

structure (SMILES) = Cn1nc(Cl)c(I)n1
HOMO energy = -9.10 eV

```
! wB97M-V def2-TZVPD RIJCOSX def2/J DEFGRID3
* xyz 0 1
I -1.09475 3.63156 -3.75785
Cl -2.88592 4.00610 -0.49667
N -0.55347 1.19144 -0.55718
N -1.36937 1.97358 0.06634
N -0.36798 1.42818 -1.81339
C -0.00392 -0.02476 0.00737
C -1.12888 2.52743 -2.06258
C -1.72716 2.87218 -0.83492
H 0.35024 -0.18199 1.09012
H 0.85991 -0.19787 -0.53934
H -0.71152 -0.81757 -0.03557
*
```

***

two:
Formula: C3H3ClIN3
Source: OMol25
Level of theory: wB97M-V/def2-TZVPD

HOMO energy (spin up / spin down) = -8.75 / -8.06 eV

```
! wB97M-V def2-TZVPD RIJCOSX def2/J DEFGRID3
* xyz 0 1
I 2.16009 -2.41022 -0.68763
Cl 2.33792 2.61048 0.81139
N 0.09514 0.26814 -1.14123
N 1.03076 1.19261 -1.00215
N -0.38428 0.08498 0.04323
C -1.50084 -0.89423 0.23369
C 0.21730 0.77992 0.96506
C 1.20236 1.53852 0.25610
H -1.34947 -1.59359 -0.68876
H -2.44492 -0.39416 -0.11338
H -1.36406 -1.18247 1.32367
*
```

***

Short version: one is the most stable of them.

***

one:
Formula: C2H7O2
Source: OMol25
Level of theory: wB97M-V/def2-TZVPD

HOMO energy = -3.35 eV

```
! wB97M-V def2-TZVPD RIJCOSX def2/J DEFGRID3
* xyz -1 1
O -0.75952 0.54556 1.01227
O -1.06126 1.55499 -1.31988
C 0.50790 -1.10835 -0.26579
C 0.42888 -0.18844 0.89647
H 1.52107 -1.57615 -0.23349
H -0.43926 -1.75717 -0.04646
H -0.82323 1.22554 -0.20881
H 0.44769 -0.82692 1.81503
H 1.34824 0.44416 0.87665
H 0.45334 -0.68189 -1.21121
H -1.62386 2.36868 -1.31478
*
```

***

two:
Formula: C2H7O2
Source: OMol25
Level of theory: wB97M-V/def2-TZVPD

HOMO energy = -2.97 eV

```
! wB97M-V def2-TZVPD RIJCOSX def2/J DEFGRID3
* xyz -1 1
O 2.56518 0.16935 -0.77800
O 0.12269 -0.35173 -1.26785
C -0.80853 0.28098 0.87167
C -0.88257 -0.57698 -0.39826
H -1.90040 -0.39157 -0.84488
H 2.61808 0.92151 -0.17740
H -0.97011 -1.63913 -0.05230
H -1.71997 0.28055 1.49127
H 0.04934 -0.03224 1.49335
H 1.54894 0.00627 -0.94730
H -0.62266 1.33299 0.60970
*
```

***

Short version: two is the most stable of them.

***

one:
Formula: C10H10N2S
Source: OMol25
Level of theory: wB97M-V/def2-TZVPD

HOMO energy = -7.71 eV

```
! wB97M-V def2-TZVPD RIJCOSX def2/J DEFGRID3
* xyz 0 1
S 0.29921 3.19621 0.18188
N -0.37794 0.79399 -0.92734
N 0.93723 0.72237 1.08219
C -1.15581 -0.64025 -2.55236
C 1.33149 1.72002 2.08668
C -1.44239 -1.80935 -3.15398
C -0.57399 -0.60067 -1.29884
C -1.28433 -2.95253 -2.27825
C 0.24981 1.39089 0.09656
C -0.02028 -1.66619 -0.60114
C 1.19283 2.99794 1.67136
C -0.57047 -2.83036 -1.07057
C 1.63339 1.27004 3.69879
H -1.91262 -3.91803 -2.39587
H -1.44132 1.58379 -1.28355
H -1.44459 0.10938 -3.10116
H 2.83023 0.95260 3.58571
H -0.55218 -3.79425 -0.45642
H 0.97783 0.45020 3.90344
H -1.69848 -1.60073 -4.20513
H 0.52973 -1.42385 0.26723
H 1.04951 3.89946 2.33089
H 1.44315 2.14932 4.41988
*
```

***

two:
Formula: C10H10N2S
Source: OMol25
Level of theory: wB97M-V/def2-TZVPD

structure (SMILES) = C=C/N=C/c1ccccc1.N=C=S
HOMO energy = -8.68 eV

```
! wB97M-V def2-TZVPD RIJCOSX def2/J DEFGRID3
* xyz 0 1
S 0.76413 -1.00261 -2.31665
N -0.56770 -1.36718 0.87658
N -1.86689 -1.08679 -1.55258
C -0.81832 1.44039 0.28132
C 0.39782 0.69239 0.19789
C 1.53154 2.71561 -0.47637
C -0.53394 -2.75583 1.04623
C 1.51564 1.37158 -0.22361
C -0.70196 -1.19533 -1.80764
C 0.30960 3.44215 -0.60372
C 0.45665 -0.70399 0.53236
C -0.89908 2.76117 -0.13706
C 0.24839 -3.39659 1.89124
H 0.23356 -4.48968 2.03773
H 1.42794 -1.07468 0.63941
H -1.70859 1.03721 0.77942
H 2.50135 2.97116 -0.87435
H -1.82851 3.23727 -0.36621
H 0.80840 -2.87897 2.62339
H 2.48780 0.93263 -0.43649
H -2.52908 -1.87143 -1.70046
H 0.05360 4.43564 -0.86585
H -1.28235 -3.21411 0.45539
*
```

***

Short version: two is the most stable of them.

***

one:
Formula: C32H48AsN3O4OsPS
Source: OMol25
Level of theory: wB97M-V/def2-TZVPD

HOMO energy (spin up / spin down) = -16.28 / -16.29 eV

```
! wB97M-V def2-TZVPD RIJCOSX def2/J DEFGRID3
* xyz 3 1
Os -0.55464 -0.02520 0.59587
As -0.81567 2.08648 -0.63268
S -2.73736 -0.03639 0.79372
P -0.23055 -2.65504 0.01330
O 1.28057 -3.03031 -0.07122
O -0.52452 -2.01789 1.39171
O -0.40762 -1.38516 -0.89965
O -1.02346 -3.87798 -0.40015
N 1.67210 -0.19839 0.31290
N 3.84504 2.62634 3.27190
N -0.24304 0.49641 2.67517
C -2.57332 -5.29464 -1.52988
C 1.07252 4.22312 -1.15809
C -0.64353 1.72082 -2.51267
C -4.82966 1.59835 0.39066
C 2.64998 0.32289 1.30555
C -0.31312 4.54339 0.79177
C 1.34078 2.38180 2.98748
C -2.38350 -5.32279 0.98580
C 2.65948 2.71148 2.30699
C 0.74380 1.00322 -4.34444
C -2.68126 2.48238 -0.34606
C -4.67616 3.80402 -0.55170
C 0.08049 3.76439 -0.29664
C -3.44699 1.45314 0.23016
C -3.29586 3.65534 -0.72855
C -0.34895 1.09634 -5.19776
C -1.73510 1.81746 -3.36634
C 2.15862 -0.03824 2.70524
C 1.70012 5.43745 -0.90308
C 1.08057 0.89239 3.25348
C 0.31072 5.75861 1.03817
C 2.03834 -4.29388 -0.45156
C -2.42320 -4.47977 -0.26770
C -5.43623 2.78127 -0.00172
C -1.58236 1.49950 -4.71026
C 0.59497 1.30899 -3.00192
C 1.32526 6.20044 0.19451
C -3.40525 -3.33767 -0.17760
C 3.48225 -3.87097 -0.28942
C 1.64966 -5.38287 0.52401
C 2.87313 1.83376 1.08296
C 1.69965 -4.62376 -1.88913
H -0.23481 0.85865 -6.24663
H -1.13517 4.23143 1.42914
H -3.37386 -5.74992 1.14931
H 2.65361 3.76056 2.00711
H -2.70382 2.13451 -3.00284
H -3.26850 -2.77492 0.74534
H -3.53081 -5.81573 -1.49965
H 1.46142 1.24601 -2.35097
H 2.13227 2.20416 0.37219
H -2.12557 -4.72381 1.85952
H -6.50299 2.90815 0.12179
H 1.90052 0.16170 -0.61034
H 2.25052 -5.51942 -2.17922
H 4.13504 -4.69661 -0.57211
H -0.01493 6.37621 1.86521
H 3.70008 3.22536 4.08970
H 0.60526 2.73564 2.26321
H -5.41469 0.79717 0.82455
H 3.71653 -3.02650 -0.93982
H 0.60974 -5.67631 0.40177
H 4.70402 2.94552 2.81475
H 1.99627 -3.81668 -2.55920
H 1.83969 -1.20770 0.22919
H 3.59616 -0.19461 1.13477
H -5.15536 4.72505 -0.85642
H -4.41578 -3.74813 -0.16911
H 1.00173 0.72564 4.32916
H -3.31960 -2.67653 -1.04229
H -0.96633 1.12248 3.02380
H 1.70676 0.69498 -4.72879
H -0.46828 -0.42335 3.06319
H 2.46111 5.80004 -1.58155
H 1.77508 -1.06319 2.68970
H 3.70084 -3.61458 0.74846
H 1.81790 -5.06553 1.55351
H 1.34543 3.65676 -2.04060
H 2.99596 -0.08062 3.40792
H 3.84378 2.02533 0.62050
H -2.72339 4.46000 -1.17439
H 1.79776 7.15704 0.37514
H 4.01915 1.67954 3.61462
H -1.67809 -6.14622 0.88837
H 2.26746 -6.26198 0.33796
H -1.78566 -6.04299 -1.60533
H -2.55540 -4.66013 -2.41521
H 1.18398 2.98438 3.88424
H -2.43091 1.57211 -5.37695
H 0.63920 -4.83182 -2.01586
*
```

***

two:
Formula: C32H48AsN3O4OsPS
Source: OMol25
Level of theory: wB97M-V/def2-TZVPD

HOMO energy (spin up / spin down) = -16.52 / -16.52 eV

```
! wB97M-V def2-TZVPD RIJCOSX def2/J DEFGRID3
* xyz 3 1
Os -0.02257 0.44454 0.94241
As 1.80626 0.84574 -0.62030
S 0.30122 2.44601 1.61857
P -2.66354 0.25122 0.42320
O -1.99910 0.30541 1.80924
O -3.83042 1.17455 0.10697
O -1.37503 0.49455 -0.49345
O -3.11311 -1.20108 0.12560
N 3.34096 -4.11710 2.28269
N -0.25164 -1.75918 0.46974
N 0.74092 -0.28304 2.85790
C 5.71312 0.02077 0.62513
C 0.90342 -0.72513 -2.84302
C 1.20141 0.57121 -2.42340
C -4.34068 -1.79724 -0.55111
C -4.97307 2.54844 1.73167
C 0.41884 -0.95111 -4.12044
C 6.16834 -0.92832 -0.28487
C 1.32784 -1.62772 3.13486
C 2.75461 -1.68277 2.55805
C 0.40980 -2.72595 2.61256
C 4.04532 -0.86196 -1.42468
C 1.64793 4.69426 0.91288
C 0.51019 1.41135 -4.56384
C 3.58086 0.07286 -0.50395
C -2.92358 3.41793 0.55726
C 4.42424 0.52258 0.51310
C 1.90966 -2.97804 0.54670
C 0.99722 1.64232 -3.28262
C -4.19540 2.60697 0.43499
C -4.42182 -1.23269 -1.95392
C 3.03168 -2.80215 1.56460
C 2.55401 5.41422 0.14590
C -4.03252 -3.27889 -0.55322
C 5.33799 -1.36336 -1.30897
C 2.16536 2.71682 -0.39868
C 0.22414 0.12153 -4.98246
C -5.04392 3.03992 -0.74050
C 3.08797 3.43653 -1.13936
C 1.45501 3.34698 0.62415
C 3.26991 4.79096 -0.86869
C -5.54836 -1.47068 0.30012
C 0.47190 -2.89142 1.10003
H 3.66676 2.95638 -1.91943
H -3.91772 -3.65462 0.46409
H 2.70932 6.46497 0.34930
H -5.39863 4.05561 -0.56757
H 2.04662 -3.89918 -0.02416
H -2.29529 3.30363 -0.32872
H 3.49405 -1.68494 3.36184
H 0.35468 2.24560 -5.23437
H -0.62057 -2.52524 2.91985
H 0.19991 -1.95845 -4.44869
H -5.40342 -1.80352 1.32789
H 1.06890 -1.57689 -2.18807
H 4.09285 1.29440 1.20170
H 3.98276 5.36014 -1.45015
H 0.65323 -3.67186 3.10483
H -5.77368 -0.40634 0.29277
H -5.91209 2.39168 -0.85297
H 1.37540 -1.71862 4.22138
H 3.95839 -2.57893 1.03175
H 6.37272 0.39274 1.39817
H -6.41101 -1.99941 -0.10650
H -1.25710 -1.89876 0.61589
H 1.39269 0.41179 3.21394
H 7.18244 -1.29984 -0.21636
H -4.62164 -0.16275 -1.94886
H 2.55309 -4.47009 2.83027
H -3.50065 -1.42408 -2.50595
H -4.35976 2.15228 2.54201
H -2.36927 3.13451 1.45318
H 4.13169 -4.00440 2.92384
H -3.19213 4.47000 0.65110
H 3.59823 -4.84719 1.61220
H -4.85741 -3.81639 -1.01942
H 3.42925 -1.17111 -2.25955
H -5.24076 -1.72420 -2.47957
H 2.06860 -2.16761 -0.16640
H -0.10118 -0.17554 3.42791
H -0.15154 -1.81198 -0.54336
H -5.86404 1.93103 1.62513
H 1.20166 2.65714 -2.96679
H 1.10240 5.17153 1.71715
H 5.70654 -2.06805 -2.04316
H -3.12821 -3.48819 -1.12732
H -0.14838 -0.05177 -5.98288
H -0.06306 -3.80443 0.83146
H -5.28967 3.55615 2.00160
H 2.93835 -0.77209 1.98646
H -4.46870 3.02702 -1.66629
*
```

***

Short version: two is the most stable of them.

***

one:
Formula: C4H14NO3
Source: OMol25
Level of theory: wB97M-V/def2-TZVPD

HOMO energy = -3.65 eV

```
! wB97M-V def2-TZVPD RIJCOSX def2/J DEFGRID3
* xyz -1 1
O 0.12076 1.39881 -0.73551
O -1.54393 2.03391 1.26507
O 3.01195 1.66608 -0.21701
N -0.26457 -0.98874 1.07176
C -1.03157 -0.73634 -0.19394
C -1.33973 -2.07134 -0.89786
C 0.83041 -1.94558 0.89599
C -0.23073 0.15490 -1.15479
H -0.80492 0.11984 -2.11573
H 0.72287 -0.46384 -1.35937
H -0.79952 1.87979 0.60970
H 1.28513 -1.95087 -0.12009
H 0.52765 -2.94632 1.18830
H 3.37490 0.94673 -0.74098
H 2.05450 1.55369 -0.41068
H -1.62600 -2.89050 -0.19296
H -0.02392 -0.04591 1.36149
H -0.50894 -2.51306 -1.49454
H 1.73210 -1.63880 1.45821
H -1.96154 -0.17965 0.03506
H -1.87215 2.91709 1.08150
H -2.21403 -1.83576 -1.54685
*
```

***

two:
Formula: C4H14NO3
Source: OMol25
Level of theory: wB97M-V/def2-TZVPD

HOMO energy = -4.36 eV

```
! wB97M-V def2-TZVPD RIJCOSX def2/J DEFGRID3
* xyz -1 1
O 0.79001 2.82345 -1.51586
O 1.19270 0.34292 -2.25991
O -0.12219 -1.53065 -1.40099
N 0.11789 -1.78186 1.04855
C -1.66260 1.03613 0.88010
C 0.52881 -0.35460 1.17427
C -0.48562 0.61419 1.71348
C 0.24759 -2.33880 -0.37191
H -0.87214 -1.65843 1.26219
H -2.36696 1.70551 1.36295
H -2.20397 0.17163 0.44825
H 1.51585 0.13608 -3.14247
H 0.10489 1.54721 1.91192
H -0.45139 -3.18868 -0.34685
H 0.66443 -0.62594 -1.73799
H -1.38724 1.58822 -0.02529
H 0.90608 2.12716 -0.87226
H 0.98756 -0.09138 0.23452
H 1.27350 -2.78422 -0.50781
H 0.74586 2.31800 -2.33551
H -0.91625 0.25401 2.64871
H 1.39319 -0.30993 1.83188
*
```

***

Short version: one is the most stable of them.

***

one:
Formula: C4H5NO4
Source: OMol25
Level of theory: wB97M-V/def2-TZVPD

structure (SMILES) = O=C1O[NH+]([O-])O1.C#CC
HOMO energy = -10.74 eV

```
! wB97M-V def2-TZVPD RIJCOSX def2/J DEFGRID3
* xyz 0 1
O 1.90742 -0.16729 1.20198
O 1.36678 -2.01743 -0.10652
O 2.99645 1.69783 0.50999
O 2.04029 0.06479 -0.85194
N 1.21157 -0.86892 -0.00737
C -2.08705 1.03253 -0.20658
C 2.45452 0.70252 0.30644
C -1.35541 -1.45167 0.14480
C -1.56579 -0.27023 -0.00504
H -0.74877 -2.38253 0.11449
H -2.50357 1.41202 0.65511
H -2.62266 0.98381 -1.22883
H 0.20413 -0.41098 -0.04151
H -1.29792 1.67554 -0.48504
*
```

***

two:
Formula: C4H5NO4
Source: OMol25
Level of theory: wB97M-V/def2-TZVPD

structure (SMILES) = [H]/N=C(\OC(=O)O)C(C)=O
HOMO energy = -9.53 eV

```
! wB97M-V def2-TZVPD RIJCOSX def2/J DEFGRID3
* xyz 0 1
O -0.55222 0.75592 -1.54114
O 1.57132 -0.15734 -1.41845
O -1.11968 -1.53309 0.89802
O -0.12476 -1.55745 -2.00340
N -1.85525 1.43788 0.26400
C 0.29042 -0.55017 -1.50627
C -0.43440 -0.56215 0.70633
C -1.06523 0.70101 -0.36279
C 0.65046 -0.08317 1.63427
H 1.49682 -0.76962 1.54794
H 0.28305 -0.09763 2.66142
H -2.19469 2.25462 -0.24422
H 2.06530 -0.75732 -2.00799
H 0.98884 0.91852 1.37228
*
```

***

Short version: two is the most stable of them.